This record from the OMol25 dataset describes a cluster of 11 separate species, C41H114N10O11 in total in a non-equilibrium geometry. The level of theory is wB97M-V/def2-TZVPD.

CARTESIAN COORDINATES (ANGSTROEM)
1 C 15.5099 13.7288 13.3592
2 O 16.5060 14.1648 12.4467
3 C 17.1400 13.1021 11.7449
4 C 18.1203 13.5757 10.6812
5 C 18.3624 12.4010 9.7285
6 N 19.3565 13.9566 11.3300
7 H 14.8160 12.9971 12.9246
8 H 14.9762 14.5906 13.7707
9 H 16.0241 13.2457 14.1920
10 H 17.5245 12.3482 12.3951
11 H 16.3739 12.5372 11.1987
12 H 17.6190 14.3592 10.0734
13 H 18.6129 11.4662 10.3022
14 H 19.0833 12.6663 8.9701
15 H 17.3988 12.1874 9.2015
16 H 19.3097 14.7819 11.9809
17 H 20.0391 14.3041 10.6202
18 C 14.9691 8.6624 13.8254
19 O 14.2255 9.6808 13.2223
20 C 14.0737 9.5190 11.8105
21 C 13.4581 10.7784 11.2351
22 C 12.1204 11.1602 11.9355
23 N 13.3692 10.7119 9.7882
24 H 15.8178 8.3675 13.2955
25 H 14.3626 7.7271 14.0342
26 H 15.2652 9.0053 14.8244
27 H 15.0654 9.3807 11.3149
28 H 13.4138 8.6506 11.6615
29 H 14.1449 11.6508 11.4052
30 H 11.6752 12.0115 11.3938
31 H 12.1320 11.4880 12.9862
32 H 11.4384 10.3763 11.8875
33 H 12.8206 11.5025 9.4425
34 H 12.8238 9.8686 9.5258
35 C 14.7697 18.8007 12.8710
36 O 16.0618 18.4313 13.2821
37 C 16.1310 17.2156 13.9404
38 C 17.5848 16.7905 14.1008
39 C 18.4076 17.8398 14.8918
40 N 18.2249 16.5347 12.8053
41 H 14.0631 18.7002 13.7234
42 H 14.3244 18.1146 12.1352
43 H 14.6718 19.8561 12.5643
44 H 15.5333 17.2520 14.8623
45 H 15.5596 16.4340 13.3958
46 H 17.5578 15.7978 14.5824
47 H 17.8404 18.1520 15.7577
48 H 18.5337 18.6857 14.2273
49 H 19.3755 17.3981 15.1806
50 H 18.4950 17.4515 12.3627
51 H 17.4801 16.2043 12.1588
52 C 10.6531 18.8581 17.8365
53 O 11.8421 18.3810 18.4716
54 C 12.9561 18.5549 17.6649
55 C 14.1592 18.0935 18.4251
56 C 15.4449 18.5654 17.7748
57 N 14.1278 16.6499 18.6957
58 H 9.7631 18.7582 18.5055
59 H 10.5075 18.2627 16.9316
60 H 10.7411 19.9034 17.4392
61 H 12.7843 18.0754 16.6810
62 H 13.1010 19.6583 17.5199
63 H 14.0327 18.6873 19.3561
64 H 16.2992 18.2950 18.3956
65 H 15.4571 19.6393 17.5702
66 H 15.4612 18.1377 16.7752
67 H 13.1651 16.4146 19.0014
68 H 14.8617 16.3192 19.3669
69 C 12.1784 15.2588 14.4778
70 O 11.4005 16.4758 14.5994
71 C 10.2389 16.5389 13.7601
72 C 9.9872 18.0017 13.3738
73 C 8.6937 18.1329 12.5847
74 N 11.1115 18.6361 12.6487
75 H 12.5657 15.1383 13.4848
76 H 11.6053 14.3114 14.5486
77 H 12.9282 15.3496 15.3129
78 H 10.4436 16.0184 12.7927
79 H 9.3294 16.2230 14.2910
80 H 9.7889 18.5088 14.3267
81 H 8.5932 19.1713 12.2443
82 H 7.8489 18.0401 13.2710
83 H 8.6180 17.4017 11.8019
84 H 11.1052 18.5402 11.6214
85 H 11.9980 18.2166 12.9429
86 C 19.1927 13.0544 15.1574
87 O 18.4798 12.2460 16.1479
88 C 19.3019 11.3179 16.8016
89 C 18.6607 10.9842 18.1994
90 C 17.2609 10.3587 18.0057
91 N 18.5010 12.2264 19.0380
92 H 19.5526 12.3689 14.3972
93 H 20.0561 13.5669 15.5336
94 H 18.5404 13.8365 14.7274
95 H 19.4995 10.3674 16.2176
96 H 20.2565 11.8767 17.0415
97 H 19.3449 10.3022 18.6934
98 H 16.6539 10.2525 18.9086
99 H 17.3484 9.4044 17.4722
100 H 16.6937 10.9769 17.3496
101 H 19.4607 12.5442 19.3270
102 H 18.0307 12.9534 18.5058
103 C 13.0304 11.8957 16.0125
104 O 11.8345 11.2084 15.6206
105 C 11.8602 9.7837 15.7279
106 C 10.5683 9.3043 15.0516
107 C 9.3356 9.6257 15.8604
108 N 10.6973 7.8620 14.6094
109 H 13.2245 11.9332 17.0574
110 H 12.9688 12.9731 15.7092
111 H 13.8305 11.4512 15.4986
112 H 12.6904 9.4985 15.0656
113 H 11.9916 9.4208 16.7574
114 H 10.5202 9.8732 14.1240
115 H 8.4208 9.4495 15.3088
116 H 9.3457 10.7031 16.0800
117 H 9.1045 9.1263 16.7938
118 H 10.4582 7.1876 15.3078
119 H 10.0380 7.6635 13.8916
120 C 17.0353 15.7637 21.7605
121 O 15.8808 15.5825 20.9624
122 C 14.7868 15.1066 21.7917
123 C 14.7992 13.6108 22.0442
124 C 15.1167 12.9259 20.7543
125 N 13.3749 13.2882 22.5161
126 H 17.6688 16.4346 21.1926
127 H 17.5651 14.8137 21.9154
128 H 16.8956 16.1452 22.7468
129 H 14.7539 15.6976 22.7096
130 H 13.8749 15.3929 21.2803
131 H 15.4334 13.3198 22.8748
132 H 15.1676 11.8459 20.8674
133 H 16.1015 13.1994 20.3857
134 H 14.4483 13.2374 19.9771
135 H 13.2569 12.3597 22.8812
136 H 12.6144 13.5603 21.8759
137 C 10.8116 14.3705 17.6165
138 O 10.1651 14.4532 18.8060
139 C 10.4906 15.5913 19.5755
140 C 9.7891 15.5741 20.9481
141 C 9.9618 16.8578 21.7002
142 N 10.3457 14.3564 21.6484
143 H 10.7459 13.3356 17.1682
144 H 11.8595 14.6094 17.7179
145 H 10.3530 15.1010 16.9369
146 H 11.5954 15.6028 19.9180
147 H 10.2685 16.4860 18.9563
148 H 8.7570 15.4297 20.7686
149 H 9.3659 17.6623 21.2675
150 H 11.0531 17.0885 21.8142
151 H 9.6115 16.5527 22.6579
152 H 10.3124 14.3652 22.6532
153 H 9.7206 13.6056 21.3320
154 C 18.1870 15.9860 18.4332
155 O 18.9113 17.0730 18.8908
156 C 20.1334 16.6493 19.4260
157 C 20.9198 17.9347 19.7201
158 C 21.0040 18.8216 18.5509
159 N 22.2945 17.5320 20.1418
160 H 17.2672 16.3201 17.9984
161 H 17.9139 15.3897 19.2555
162 H 18.8095 15.4443 17.6685
163 H 20.1385 16.0200 20.2855
164 H 20.6848 16.0413 18.6542
165 H 20.4504 18.4921 20.4937
166 H 20.0589 19.4328 18.5149
167 H 21.1258 18.2839 17.6218
168 H 21.8725 19.5281 18.6347
169 H 22.8323 18.3811 20.3249
170 H 22.2412 17.1113 21.1077
171 C 15.6288 14.1057 17.1959
172 O 14.9308 15.1460 16.5375
173 H 15.0210 13.1877 17.2031
174 H 16.4817 13.8342 16.5852
175 H 15.8904 14.4368 18.1762
176 H 14.6165 15.7430 17.2488

Output
SMILES: COC[C@H](C)N.COC[C@H](C)N.COC[C@H](C)N.COC[C@H](C)N.COC[C@H](C)N.COC[C@H](C)N.COC[C@H](C)N.COC[C@H](C)N.COC[C@H](C)N.COC[C@H](C)N.CO
HOMO level (eV): -8.721
Orbital gap (eV): 9.439

=====

This record from the OMol25 dataset describes a structure of composition C41H24BF15GeN8RhS3 in a non-equilibrium geometry. The level of theory is wB97M-V/def2-TZVPD.

CARTESIAN COORDINATES (ANGSTROEM)
1 Rh -0.5538 -1.6040 0.1226
2 C 3.0909 -1.4683 0.7680
3 C 2.5646 -1.4663 -0.6270
4 C 3.3224 -1.3929 -1.8051
5 C 2.4176 -1.4651 -2.8435
6 C 2.6491 -1.4203 -4.3167
7 N 1.1948 -1.5812 -2.3021
8 N 1.2764 -1.5608 -0.9515
9 B -0.1823 -1.7297 -2.9549
10 N -0.8398 -3.0099 -2.3864
11 N -1.1214 -3.1541 -1.0617
12 C -1.6890 -4.3501 -0.8974
13 C -2.1556 -4.9273 0.3924
14 C -1.7716 -4.9836 -2.1426
15 C -1.2273 -4.1076 -3.0552
16 C -1.0639 -4.2662 -4.5301
17 N -1.0748 -0.5307 -2.6131
18 N -1.4545 -0.3146 -1.3304
19 C -2.2592 0.7470 -1.3266
20 C -2.9499 1.2920 -0.1218
21 C -2.3700 1.2392 -2.6351
22 C -1.6114 0.3968 -3.4220
23 C -1.3892 0.4217 -4.8975
24 H 4.1026 -1.0643 0.7670
25 H 3.1267 -2.4826 1.1648
26 H 2.4608 -0.8731 1.4265
27 H 4.3924 -1.2909 -1.8769
28 H 3.7066 -1.2494 -4.5116
29 H 2.0816 -0.6134 -4.7818
30 H 2.3577 -2.3549 -4.7984
31 H -0.0709 -1.8350 -4.1395
32 H -2.6871 -4.1878 0.9833
33 H -1.3151 -5.2980 0.9787
34 H -2.8299 -5.7574 0.1827
35 H -2.1855 -5.9582 -2.3395
36 H -1.4403 -5.2431 -4.8288
37 H -0.0169 -4.1940 -4.8258
38 H -1.6150 -3.5010 -5.0778
39 H -3.6583 0.5709 0.2829
40 H -3.4958 2.1926 -0.4029
41 H -2.2406 1.5243 0.6713
42 H -2.9458 2.0914 -2.9560
43 H -1.7679 1.3584 -5.3038
44 H -1.9102 -0.4006 -5.3914
45 H -0.3315 0.3436 -5.1455
46 S 0.4018 -3.0164 1.6665
47 C -0.8266 -3.2243 2.8845
48 C -0.5681 -4.0434 3.9819
49 C -1.5201 -4.2449 4.9712
50 C -1.2164 -5.1031 6.0798
51 N -0.9662 -5.8045 6.9563
52 C -2.7693 -3.6135 4.8654
53 C -3.0326 -2.8027 3.7705
54 C -2.0791 -2.5980 2.7749
55 S -2.4745 -1.5927 1.4070
56 C -3.7822 -3.8043 5.8631
57 N -4.6097 -3.9477 6.6488
58 H 0.3943 -4.5321 4.0649
59 H -3.9992 -2.3227 3.6862
60 F 1.1681 5.3229 0.2737
61 C 1.2015 4.5348 -0.8148
62 C 0.9897 3.1741 -0.6812
63 C 1.0801 2.4253 -1.8365
64 F 0.9533 1.1048 -1.7931
65 C 1.3361 2.9953 -3.0734
66 F 1.4255 2.2366 -4.1723
67 C 1.5162 4.3613 -3.1690
68 F 1.7630 4.9241 -4.3529
69 C 1.4532 5.1438 -2.0285
70 F 1.6400 6.4645 -2.1169
71 Ge 0.7407 2.4045 1.1345
72 S 0.0539 0.4266 1.5248
73 C 2.5452 2.8955 1.8191
74 C 2.8655 3.8470 2.7695
75 F 1.9165 4.5872 3.3577
76 C 4.1730 4.1115 3.1449
77 F 4.4450 5.0357 4.0705
78 C 5.2094 3.4200 2.5455
79 F 6.4712 3.6683 2.8963
80 C 4.9318 2.4844 1.5652
81 F 5.9304 1.8352 0.9597
82 C 3.6141 2.2523 1.2195
83 F 3.3833 1.3844 0.2235
84 C -0.6062 3.5267 2.0503
85 C -1.5857 4.2563 1.4050
86 F -1.5977 4.3550 0.0644
87 C -2.6055 4.9019 2.0828
88 F -3.5318 5.6038 1.4213
89 C -2.6661 4.8099 3.4601
90 F -3.6403 5.4266 4.1292
91 C -1.7162 4.0689 4.1419
92 F -1.7811 3.9737 5.4712
93 C -0.7164 3.4365 3.4277
94 F 0.1684 2.7099 4.1193

Output
Total charge: -1
HOMO level (eV): -4.957
Orbital gap (eV): 6.836

=====

This record from the OMol25 dataset describes a structure of composition C41H27Cl5GeN3Zn. The level of theory is wB97M-V/def2-TZVPD.

CARTESIAN COORDINATES (ANGSTROEM)
1 Zn -0.3750 -1.3133 -1.0027
2 C 3.2765 -3.8528 -0.4018
3 C 2.2310 -3.1255 -0.9891
4 N 1.3636 -2.4423 -0.2837
5 C 1.4471 -2.4195 1.0739
6 C 2.4830 -3.0986 1.7467
7 C 3.3994 -3.8287 0.9584
8 C 2.5703 -3.0343 3.1582
9 C 1.6402 -2.3020 3.8305
10 C 0.5884 -1.6296 3.1683
11 C 0.4255 -1.6845 1.7945
12 N -0.5838 -1.1620 1.0144
13 C -1.7686 -0.5990 1.4353
14 C -2.1228 -0.1320 2.6907
15 C -3.4260 0.3325 2.9819
16 C -4.4096 0.3765 2.0408
17 C -4.0897 -0.0093 0.7175
18 C -5.0223 0.0388 -0.3416
19 C -4.6533 -0.3149 -1.6104
20 C -3.3250 -0.6985 -1.8334
21 N -2.4427 -0.7607 -0.8667
22 C -2.7884 -0.4562 0.4120
23 H 3.9639 -4.4098 -1.0257
24 H 2.1098 -3.0947 -2.0673
25 H 4.1978 -4.3687 1.4567
26 H 3.3645 -3.5612 3.6741
27 H 1.6959 -2.2252 4.9104
28 H -0.0810 -1.0590 3.7828
29 H -1.3969 -0.0701 3.4800
30 H -3.6379 0.6613 3.9929
31 H -5.4153 0.7052 2.2790
32 H -6.0339 0.3682 -0.1279
33 H -5.3536 -0.2908 -2.4346
34 H -2.9669 -0.9444 -2.8289
35 Cl -1.6262 -4.1398 -1.6522
36 C -0.8323 -3.3983 -3.0274
37 C -0.2628 -2.1263 -2.8928
38 C 0.4278 -1.6630 -4.0014
39 Cl 1.1791 -0.0929 -3.8986
40 C 0.5512 -2.3815 -5.1881
41 Cl 1.4392 -1.7425 -6.5214
42 C -0.0589 -3.6280 -5.2913
43 Cl 0.0464 -4.5282 -6.7548
44 C -0.7559 -4.1447 -4.2030
45 Cl -1.5026 -5.6920 -4.3187
46 C -1.1882 2.1303 -2.5218
47 Ge -0.0117 1.4822 -1.0957
48 C 1.7786 2.2089 -1.4386
49 C 1.8948 3.5806 -1.6664
50 C 3.1417 4.1542 -1.8947
51 C 4.2842 3.3609 -1.8982
52 C 4.1798 1.9945 -1.6649
53 C 2.9327 1.4231 -1.4338
54 C -0.6553 2.2696 0.5748
55 C -1.8676 2.9124 0.5630
56 C -2.4068 3.4912 1.7380
57 C -1.7300 3.3970 2.9173
58 C -0.4816 2.7206 2.9848
59 C 0.2256 2.5947 4.2091
60 C 1.4213 1.9353 4.2639
61 C 1.9678 1.3642 3.0927
62 C 1.3047 1.4651 1.9046
63 C 0.0623 2.1474 1.8070
64 H -1.1180 3.2212 -2.5485
65 H -2.2268 1.8357 -2.3574
66 H -0.8490 1.7251 -3.4777
67 H 1.0100 4.2139 -1.6570
68 H 3.2216 5.2219 -2.0645
69 H 5.2556 3.8088 -2.0802
70 H 5.0690 1.3742 -1.6666
71 H 2.8614 0.3549 -1.2479
72 H -2.4332 2.9930 -0.3608
73 H -3.3632 4.0006 1.6921
74 H -2.1393 3.8281 3.8262
75 H -0.2042 3.0356 5.1039
76 H 1.9520 1.8448 5.2047
77 H 2.9145 0.8377 3.1421
78 H 1.7282 1.0147 1.0149

Output
HOMO level (spin up / spin down) (eV): -6.925 / -7.125
Orbital gap (spin up / spin down) (eV): 6.799 / 5.452
Spin multiplicity: 2

=====

This record from the OMol25 dataset describes a structure of composition C41H29AsBr2IN3O3W in a non-equilibrium geometry. The level of theory is wB97M-V/def2-TZVPD.

CARTESIAN COORDINATES (ANGSTROEM)
1 W 0.5660 0.7709 0.4754
2 C -1.6290 0.1717 4.1705
3 C -1.9947 1.3413 3.3189
4 N -3.1832 1.9106 3.4693
5 C -3.5371 2.9372 2.6933
6 C -2.7498 3.4443 1.6753
7 C -3.2555 4.5593 0.7946
8 O -3.2525 4.0904 -0.5559
9 C -1.5043 2.8348 1.4651
10 C -0.7034 3.2823 0.3284
11 N 0.3386 2.6957 -0.1481
12 C 1.1570 3.3516 -1.1435
13 C 1.2675 4.7376 -1.0745
14 C 2.1080 5.4191 -1.9305
15 C 2.8972 4.7048 -2.8205
16 C 2.7944 3.3270 -2.8746
17 C 1.9058 2.6216 -2.0668
18 I 3.1658 1.1360 1.0166
19 C -1.1223 1.8168 2.3392
20 O 0.1353 1.2675 2.2047
21 H -2.4249 -0.0088 4.8873
22 H -0.6943 0.3507 4.7041
23 H -1.4953 -0.7211 3.5579
24 H -4.5171 3.3607 2.8831
25 H -2.6183 5.4437 0.9008
26 H -4.2571 4.8393 1.1203
27 H -3.8113 4.6643 -1.0944
28 H -1.0531 4.1602 -0.2008
29 H 0.7342 5.2874 -0.3085
30 H 2.1721 6.4970 -1.8750
31 H 3.5970 5.2196 -3.4652
32 H 3.4237 2.7763 -3.5631
33 Br -4.2109 0.3384 -0.1463
34 C -2.8741 0.6087 -1.4306
35 C -3.1819 0.9949 -2.7244
36 C -2.1668 1.1348 -3.6560
37 Br -2.6238 1.6402 -5.4028
38 C -0.8303 0.9156 -3.3233
39 C 0.2907 0.8597 -4.2647
40 C 1.5322 0.8804 -3.8027
41 C 1.8114 1.1100 -2.3311
42 N 0.7809 0.4735 -1.4887
43 C -0.5298 0.6152 -2.0024
44 C -1.5563 0.4252 -1.0780
45 O -1.1490 0.0922 0.2165
46 H -4.2118 1.1693 -3.0018
47 H 0.0819 0.7436 -5.3195
48 H 2.3814 0.7652 -4.4630
49 H 2.7688 0.6634 -2.0643
50 C 5.2033 -3.8062 0.7142
51 C 4.3176 -3.9930 -0.3373
52 C 3.0810 -3.3584 -0.3353
53 C 2.7487 -2.5415 0.7331
54 C 3.6319 -2.3422 1.7891
55 C 4.8619 -2.9805 1.7785
56 As 1.0226 -1.7400 0.8444
57 C 0.1851 -2.7775 2.2226
58 C 0.4345 -2.7153 3.5804
59 C -0.2541 -3.5793 4.4202
60 C -1.1718 -4.4768 3.8854
61 C -1.4016 -4.5274 2.5176
62 C -0.7212 -3.6674 1.6660
63 C -0.8484 -3.6227 0.1931
64 C -1.7046 -4.4035 -0.5705
65 C -1.7095 -4.2808 -1.9527
66 C -0.8524 -3.3886 -2.5872
67 C -0.0010 -2.5927 -1.8307
68 C -0.0157 -2.7153 -0.4512
69 H 6.1624 -4.3066 0.7064
70 H 4.5832 -4.6385 -1.1643
71 H 2.3931 -3.5168 -1.1530
72 H 3.3700 -1.7024 2.6235
73 H 5.5511 -2.8362 2.6004
74 H 1.1572 -2.0206 3.9902
75 H -0.0756 -3.5532 5.4869
76 H -1.7097 -5.1488 4.5406
77 H -2.1065 -5.2448 2.1176
78 H -2.3697 -5.1111 -0.0924
79 H -2.3794 -4.8944 -2.5405
80 H -0.8407 -3.3192 -3.6671
81 H 0.6863 -1.9184 -2.3286

Output
Total charge: +2
HOMO level (spin up / spin down) (eV): -13.396 / -13.396
Orbital gap (spin up / spin down) (eV): 5.048 / 5.047

=====

Respective ΔE to the lowest compared entry with this formula, charge and spin values: 29.0 0.0 2.7 39.7 kcal/mol.
Respective total energy values: -81782.3735 -188302.7945 -214973.4744 -264436.7112 eV.